Entry 1:
ORCA calculation (ωB97M-V with the def2-TZVPD basis set) on C5H12N3S as an isolated structure in a non-equilibrium geometry.

Positions of all 21 atoms, in Å:
S: -2.226240 -1.060388 -0.183610
N: 0.758255 -0.685887 -0.443063
N: 1.095194 0.327346 0.178660
N: -2.972334 1.274996 -1.062818
C: -4.305890 0.785420 -0.764671
C: -1.994849 0.466063 -0.674410
C: 2.528710 0.320780 0.452258
C: 3.043852 -1.067596 -0.114236
C: 1.731204 -1.678034 -0.673758
H: 1.312138 -2.546328 -0.064561
H: -4.977092 1.017027 -1.545508
H: -1.012619 0.905829 -0.704575
H: 2.924783 0.594248 1.471925
H: -0.457521 -0.983719 -0.594455
H: -4.572578 1.207512 0.294315
H: -4.094601 -0.280860 -0.642119
H: 3.567111 -1.673537 0.588891
H: 2.783405 1.198603 -0.194043
H: 3.865155 -1.098779 -0.904034
H: -2.899147 2.232624 -1.430310
H: 2.018990 -1.927380 -1.709074

Cartesian forces (eV/Å) of the 2 atoms listed first:
S 1.5 -1.9 0.5
N -1.9 1.4 -0.4

The charge is +1. Its multiplicity is 1. The HOMO-LUMO gap is 8.756 eV.

From a natural (NBO) analysis of the wavefunction, the atomic charges in e read: number 1, S, carries -0.0198; number 2, N, carries -0.1632; number 3, N, carries 0.0131; number 4, N, carries -0.5013; number 5, C, carries -0.4345; number 6, C, carries -0.0635; number 7, C, carries -0.3124; number 8, C, carries -0.4555; number 9, C, carries -0.3023; number 10, H, carries 0.2530; number 11, H, carries 0.2282; number 12, H, carries 0.2097; number 13, H, carries 0.2773; number 14, H, carries 0.3732; number 15, H, carries 0.2218; number 16, H, carries 0.2228; number 17, H, carries 0.2482; number 18, H, carries 0.2560; number 19, H, carries 0.2479; number 20, H, carries 0.4328; number 21, H, carries 0.2686


Entry 2:
ORCA calculation (ωB97M-V with the def2-TZVPD basis set) on an isolated ion of composition C5H12N4 and charge +2 in a non-equilibrium geometry.

Positions of all 21 atoms, in Å:
N: -1.232454 0.931795 -0.175964
N: -0.825316 -0.804886 1.344937
N: -3.277756 2.122328 -0.546344
N: 0.967465 0.450360 -1.433663
C: 1.982594 -2.081178 0.124541
C: 0.859554 -0.034744 -0.226800
C: -0.510850 0.041805 0.388389
C: -2.109297 1.876007 -0.029188
C: 2.057173 -0.569005 0.441931
H: -1.532633 2.588016 0.678369
H: 1.688041 0.422345 -2.137276
H: 1.467811 -2.708653 1.026754
H: -3.774775 1.453841 -1.118671
H: 0.266450 0.974085 -1.943246
H: 1.522242 -2.159234 -0.878486
H: -1.787931 -0.837527 1.662011
H: 3.040730 -0.219482 0.139423
H: -3.637223 3.074109 -0.504773
H: 3.005233 -2.370744 0.127136
H: 2.051124 -0.546238 1.556633
H: -0.220179 -1.603001 1.504290

Cartesian forces (eV/Å) of the 2 atoms listed first:
N -0.9 -1.4 -0.8
N -0.1 -0.1 0.1

The charge is +2. Its multiplicity is 1. The HOMO-LUMO gap is 9.361 eV.

From a natural (NBO) analysis of the wavefunction, the atomic charges in e read: number 1, N, carries -0.4966; number 2, N, carries -0.6952; number 3, N, carries -0.6693; number 4, N, carries -0.6049; number 5, C, carries -0.5872; number 6, C, carries 0.4788; number 7, C, carries 0.4457; number 8, C, carries 0.3971; number 9, C, carries -0.5278; number 10, H, carries 0.2487; number 11, H, carries 0.4630; number 12, H, carries 0.2324; number 13, H, carries 0.4466; number 14, H, carries 0.4450; number 15, H, carries 0.2201; number 16, H, carries 0.4488; number 17, H, carries 0.2898; number 18, H, carries 0.4620; number 19, H, carries 0.2743; number 20, H, carries 0.2864; number 21, H, carries 0.4423


Entry 3:
ORCA calculation (ωB97M-V with the def2-TZVPD basis set) on an isolated ion of composition C5H12N4O and charge +2 in a non-equilibrium geometry.

Positions of all 22 atoms, in Å:
O: -0.578129 1.073899 2.419370
N: 0.487405 1.559790 -0.098188
N: -0.416523 0.129102 -2.031495
N: 2.594826 -2.050833 2.225405
N: -0.626504 -0.478178 -0.771845
C: -0.698460 0.036081 1.590160
C: -1.599993 0.578235 -2.719813
C: 1.631036 -1.425035 1.731470
C: 0.025798 0.282724 0.365091
C: 0.716008 -0.697870 1.283102
H: -2.077001 -0.171502 -3.302739
H: 0.111130 -0.567239 -2.659008
H: -1.337834 1.435554 -3.326664
H: -2.307103 0.952159 -1.867177
H: 0.097446 0.916049 -1.624783
H: 0.451318 2.342286 0.584130
H: 2.483346 -3.131770 2.271500
H: -0.820411 0.891106 3.261213
H: -1.560535 -0.963738 -0.754658
H: 3.516812 -1.671394 2.429841
H: -1.522360 -0.587165 1.449218
H: 1.429729 1.547739 -0.454131

Cartesian forces (eV/Å) of the 2 atoms listed first:
O 0.5 1.2 -3.4
N 0.2 -0.3 1.2

The SMILES is C[NH2+]N[C@]1(N)C(=C=[NH2+])[C@H]1O. The charge is +2. Its multiplicity is 1. The HOMO-LUMO gap is 9.787 eV.

From a natural (NBO) analysis of the wavefunction, the atomic charges in e read: number 1, O, carries -0.6238; number 2, N, carries -0.8279; number 3, N, carries -0.3662; number 4, N, carries -0.6854; number 5, N, carries -0.4908; number 6, C, carries 0.2028; number 7, C, carries -0.4470; number 8, C, carries 0.5179; number 9, C, carries 0.2701; number 10, C, carries -0.1921; number 11, H, carries 0.2546; number 12, H, carries 0.4465; number 13, H, carries 0.2620; number 14, H, carries 0.2378; number 15, H, carries 0.4545; number 16, H, carries 0.4614; number 17, H, carries 0.4734; number 18, H, carries 0.5097; number 19, H, carries 0.4249; number 20, H, carries 0.4742; number 21, H, carries 0.2338; number 22, H, carries 0.4097


Entry 4:
ORCA calculation (ωB97M-V with the def2-TZVPD basis set) on a 2-piece molecular cluster, C5H12N5O3 overall in a non-equilibrium geometry.

Positions of all 25 atoms, in Å:
O: 1.301233 -2.284927 3.481370
O: 3.389081 -1.808109 2.229660
O: -0.360456 -1.447668 -3.693968
N: 0.034452 0.529265 1.763850
N: -0.692366 -0.654800 3.621506
N: 2.418645 -0.856249 2.025341
N: 1.104006 2.111011 0.530606
N: -0.793240 0.566519 -1.559977
C: -1.898065 1.472752 -1.416294
C: 0.426425 0.951168 0.615491
C: 0.198527 -0.416561 2.567485
C: 0.110527 0.356005 -0.659116
C: 1.322546 -1.262510 2.611387
H: 1.115632 2.636474 -0.323837
H: -1.972623 2.270682 -2.220010
H: -2.783896 0.854746 -1.136680
H: -1.448876 -0.010181 3.918607
H: -0.166067 -2.417319 -3.650856
H: 1.892852 2.309533 1.115127
H: -1.778742 2.105848 -0.452081
H: 0.440682 -0.990445 -3.753679
H: -0.788388 -0.021267 -2.386630
H: -0.280106 -1.022974 4.493422
H: 4.139917 -1.663828 1.590166
H: 2.094272 -2.729502 3.482477

Cartesian forces (eV/Å) of the 2 atoms listed first:
O -3.8 1.7 -0.4
O 1.2 -0.1 -0.5

The charge is +1. Its multiplicity is 1. The HOMO-LUMO gap is 8.799 eV.

From a natural (NBO) analysis of the wavefunction, the atomic charges in e read: number 1, O, carries -0.6395; number 2, O, carries -0.5763; number 3, O, carries -0.9568; number 4, N, carries -0.4634; number 5, N, carries -0.7572; number 6, N, carries -0.1265; number 7, N, carries -0.7505; number 8, N, carries -0.4827; number 9, C, carries -0.4667; number 10, C, carries 0.4045; number 11, C, carries 0.4600; number 12, C, carries 0.1684; number 13, C, carries 0.3758; number 14, H, carries 0.4041; number 15, H, carries 0.2456; number 16, H, carries 0.2413; number 17, H, carries 0.4195; number 18, H, carries 0.5013; number 19, H, carries 0.4167; number 20, H, carries 0.2175; number 21, H, carries 0.4741; number 22, H, carries 0.4489; number 23, H, carries 0.4176; number 24, H, carries 0.5107; number 25, H, carries 0.5136


Entry 5:
ORCA calculation (ωB97M-V with the def2-TZVPD basis set) on an isolated ion of composition C5H12N6 and charge +2 in a non-equilibrium geometry.

Positions of all 23 atoms, in Å:
N: -2.732983 0.611495 -0.247893
N: -1.136350 1.618903 1.224723
N: 0.618466 -0.271506 0.418335
N: 2.977435 0.270072 0.293974
N: 1.464745 1.432180 -1.109016
N: -0.688291 -0.289434 -0.075549
C: 0.182881 -2.466031 0.038710
C: 1.768744 0.587832 -0.132002
C: -0.938051 -1.729013 -0.617390
C: -1.550881 0.687027 0.352945
C: 0.993617 -1.651861 0.682629
H: 0.552889 1.769804 -1.173343
H: 1.890404 -1.951586 1.305366
H: 2.199344 1.998866 -1.523011
H: -3.430073 1.239974 0.084731
H: -1.904472 2.284439 1.353855
H: 3.660090 0.798412 -0.203871
H: -0.658502 1.337338 2.058332
H: -0.732102 -1.667585 -1.621792
H: -3.022043 0.033759 -1.032106
H: -2.002973 -1.936125 -0.253920
H: 2.952829 -0.140560 1.206790
H: 0.263405 -3.580746 0.059989

Cartesian forces (eV/Å) of the 2 atoms listed first:
N -0.2 1.1 0.8
N -2.2 0.6 -1.1

The SMILES is NC(=[NH2+])N1C=CCN1C(N)=[NH2+]. The charge is +2. Its multiplicity is 1. The HOMO-LUMO gap is 9.936 eV.

From a natural (NBO) analysis of the wavefunction, the atomic charges in e read: number 1, N, carries -0.7344; number 2, N, carries -0.7647; number 3, N, carries -0.3061; number 4, N, carries -0.7214; number 5, N, carries -0.7261; number 6, N, carries -0.2473; number 7, C, carries -0.2066; number 8, C, carries 0.7184; number 9, C, carries -0.2232; number 10, C, carries 0.6748; number 11, C, carries -0.0624; number 12, H, carries 0.4320; number 13, H, carries 0.2660; number 14, H, carries 0.4439; number 15, H, carries 0.4304; number 16, H, carries 0.4280; number 17, H, carries 0.4482; number 18, H, carries 0.4491; number 19, H, carries 0.2382; number 20, H, carries 0.4573; number 21, H, carries 0.2577; number 22, H, carries 0.4546; number 23, H, carries 0.2935


Entry 6:
ORCA calculation (ωB97M-V with the def2-TZVPD basis set) on an isolated ion of composition C5H12NO and charge -1 in a non-equilibrium geometry.

Positions of all 19 atoms, in Å:
O: 0.272214 3.125018 -1.408357
N: 0.362579 0.786222 -0.702772
C: -0.327279 -0.074941 0.183463
C: 0.061141 -2.451457 -0.532949
C: -0.355688 -1.819301 1.915628
C: 0.297041 -1.413031 0.635288
C: -0.133621 2.256773 -0.510597
H: 1.379016 -1.274564 0.583453
H: -0.555178 -3.317363 -0.287264
H: 1.023145 -2.613387 -1.007881
H: -1.283928 -1.287193 2.098153
H: -0.603235 -2.891860 1.932348
H: 1.345900 1.003481 -0.577455
H: -0.515474 0.526496 1.116365
H: -1.364747 -0.257853 -0.165898
H: -0.551197 -1.959755 -1.299628
H: 0.150532 -1.624740 2.869460
H: 0.230207 2.508388 0.520428
H: -1.256232 2.177296 -0.449273

Cartesian forces (eV/Å) of the 2 atoms listed first:
O 0.2 -0.4 0.1
N -0.2 1.1 -1.6

The SMILES is CC(C)CNC[O-]. The charge is -1. Its multiplicity is 1. The HOMO-LUMO gap is 5.939 eV.

From a natural (NBO) analysis of the wavefunction, the atomic charges in e read: number 1, O, carries -0.9162; number 2, N, carries -0.7138; number 3, C, carries -0.1943; number 4, C, carries -0.6149; number 5, C, carries -0.6080; number 6, C, carries -0.2488; number 7, C, carries 0.1613; number 8, H, carries 0.1994; number 9, H, carries 0.1890; number 10, H, carries 0.2048; number 11, H, carries 0.2102; number 12, H, carries 0.1888; number 13, H, carries 0.3499; number 14, H, carries 0.1294; number 15, H, carries 0.1642; number 16, H, carries 0.2159; number 17, H, carries 0.2051; number 18, H, carries 0.0300; number 19, H, carries 0.0480


Entry 7:
ORCA calculation (ωB97M-V with the def2-TZVPD basis set) on C5H12NO as an isolated structure in a non-equilibrium geometry.

Positions of all 19 atoms, in Å:
O: -1.371275 -1.962033 -2.240745
N: -0.096536 0.999768 1.377112
C: 1.951252 0.096674 0.166033
C: -1.283836 -1.545740 -0.972156
C: 1.026650 -0.002291 1.402479
C: -1.434886 -0.137230 -0.548127
C: -1.410461 0.472929 0.933180
H: 2.180841 1.157332 0.033304
H: 0.933582 1.777609 -1.871229
H: 1.630667 0.254900 2.339288
H: -2.117008 1.290165 0.897082
H: -1.965337 0.323005 -1.337251
H: 1.366893 -0.223708 -0.750777
H: 0.416522 2.288129 -1.860805
H: 0.779443 -1.060066 1.458719
H: -0.366502 -0.689039 -0.817906
H: -1.895613 -0.330965 1.640491
H: 2.923146 -0.412486 0.188108
H: -1.267545 -2.296953 -0.036799

Cartesian forces (eV/Å) of the 2 atoms listed first:
O 0.6 1.3 4.8
N -0.5 -1.5 -0.5

The charge is -1. Its multiplicity is 1. The HOMO-LUMO gap is 6.129 eV.

From a natural (NBO) analysis of the wavefunction, the atomic charges in e read: number 1, O, carries -0.7234; number 2, N, carries -0.8195; number 3, C, carries -0.6186; number 4, C, carries 0.1990; number 5, C, carries -0.2518; number 6, C, carries -0.3174; number 7, C, carries -0.2269; number 8, H, carries 0.2007; number 9, H, carries 0.0008; number 10, H, carries 0.1565; number 11, H, carries 0.1851; number 12, H, carries 0.2213; number 13, H, carries 0.1679; number 14, H, carries -0.0033; number 15, H, carries 0.1272; number 16, H, carries 0.2838; number 17, H, carries 0.1029; number 18, H, carries 0.1739; number 19, H, carries 0.1417


Entry 8:
ORCA calculation (ωB97M-V with the def2-TZVPD basis set) on an isolated ion of composition C5H12NO and charge -1 in a non-equilibrium geometry.

Positions of all 19 atoms, in Å:
O: -0.189964 -2.031799 1.064182
N: 1.509054 -0.110585 -0.263595
C: 1.395850 -0.752689 -1.577729
C: -0.762230 -1.033927 0.386492
C: -1.505050 2.150583 0.550470
C: -0.458826 1.430615 -0.316916
C: 0.231977 0.231121 0.324549
H: 1.889345 -0.803791 0.368180
H: -2.029497 2.863876 -0.082140
H: -0.945759 1.148206 -1.255133
H: 1.348007 -1.843235 -1.501197
H: 0.550380 -0.336971 -2.113421
H: 0.263601 2.215799 -0.511832
H: 0.257760 0.422538 1.401585
H: -1.091354 2.674359 1.418996
H: -2.071938 1.370575 1.066431
H: 2.310597 -0.580950 -2.145515
H: -0.998078 -1.214069 -0.699735
H: -1.694797 -0.626339 0.817311

Cartesian forces (eV/Å) of the 2 atoms listed first:
O -0.1 -0.3 -0.1
N 0.4 0.3 0.2

The SMILES is CC[C@@H](C[O-])NC. The charge is -1. Its multiplicity is 1. The HOMO-LUMO gap is 6.346 eV.

From a natural (NBO) analysis of the wavefunction, the atomic charges in e read: number 1, O, carries -0.9661; number 2, N, carries -0.6543; number 3, C, carries -0.4173; number 4, C, carries -0.0121; number 5, C, carries -0.6114; number 6, C, carries -0.4072; number 7, C, carries -0.0968; number 8, H, carries 0.3758; number 9, H, carries 0.1897; number 10, H, carries 0.1772; number 11, H, carries 0.1886; number 12, H, carries 0.1859; number 13, H, carries 0.1842; number 14, H, carries 0.1812; number 15, H, carries 0.1852; number 16, H, carries 0.2131; number 17, H, carries 0.1618; number 18, H, carries 0.0522; number 19, H, carries 0.0702


| no. | E_HOMO (Eh) |
| --- | --- |
| 1 | -0.481 |
| 2 | -0.687 |
| 3 | -0.657 |
| 4 | -0.453 |
| 5 | -0.615 |
| 6 | -0.086 |
| 7 | -0.072 |
| 8 | -0.082 |